Below is a molecular structure, C16H32BClI2N3O3 in a non-equilibrium geometry, with properties calculated with the ωB97M-V functional and the def2-TZVPD basis.

Calculated values
- HOMO-LUMO gap: 8.120 eV
- Net charge: +1
- HOMO energy: -10.84 eV
- 2S+1: 1

CARTESIAN COORDINATES (ANGSTROEM)
1 I 4.899 0.925 3.142
2 I 1.757 2.311 2.356
3 Cl 0.360 -0.825 2.720
4 O -0.818 -1.396 -1.146
5 O -0.072 1.371 5.185
6 O 2.582 -1.828 3.912
7 N 2.469 0.590 4.872
8 N -3.156 -1.170 -4.593
9 N -2.567 0.720 -5.478
10 C 0.591 3.583 6.851
11 C 1.859 3.056 5.954
12 C -1.696 -0.928 -0.063
13 C 2.700 0.606 3.346
14 C -3.307 -0.386 -5.670
15 C 2.213 -0.871 2.817
16 C -3.788 -2.471 -4.426
17 C 1.758 -3.043 3.848
18 C -2.320 -0.547 -3.683
19 C -2.468 1.846 -6.419
20 C 0.566 -1.614 -0.693
21 C 1.427 -0.233 -0.503
22 C 2.907 -0.416 0.174
23 C -2.304 1.385 -7.854
24 C 2.968 -1.416 1.471
25 C -1.950 0.644 -4.240
26 B 1.403 1.588 5.281
27 H -1.344 0.049 0.477
28 H -1.325 1.456 -3.905
29 H 1.505 -3.422 2.770
30 H -3.372 2.452 -6.309
31 H -3.161 0.786 -8.178
32 H 0.800 -2.951 4.550
33 H -2.099 -1.035 -2.750
34 H -1.928 -1.721 0.768
35 H 3.376 0.748 5.380
36 H 2.148 3.821 5.084
37 H 2.409 -3.910 4.349
38 H 2.523 -2.461 1.102
39 H -3.446 -3.138 -5.222
40 H 0.882 4.421 7.615
41 H -0.271 3.898 6.099
42 H -0.397 0.762 5.914
43 H -1.608 2.465 -6.133
44 H -4.873 -2.350 -4.481
45 H -1.406 0.769 -7.963
46 H 1.119 -2.271 -1.518
47 H 0.748 0.518 0.085
48 H -3.916 -0.613 -6.537
49 H 1.565 0.225 -1.597
50 H 2.760 2.870 6.690
51 H 3.403 0.651 0.368
52 H -2.223 2.243 -8.529
53 H 0.157 2.652 7.460
54 H 0.496 -2.281 0.285
55 H -2.737 -0.655 -0.580
56 H 4.124 -1.644 1.659
57 H 3.599 -0.915 -0.661
58 H -3.519 -2.898 -3.455

Below is a molecular structure, C16H32BrCoF2NO16S2 in a non-equilibrium geometry, with properties calculated with the ωB97M-V functional and the def2-TZVPD basis.

Calculated values
- HOMO-LUMO gap (spin up / spin down): 2.830 / 6.796 eV
- Net charge: -1
- HOMO energy (spin up / spin down): -1.11 / -5.07 eV
- 2S+1: 5

CARTESIAN COORDINATES (ANGSTROEM)
1 Br -1.014 3.100 -0.353
2 Co 0.534 0.840 -0.295
3 S 3.232 2.708 -0.287
4 S 3.227 1.459 1.574
5 F 2.569 0.038 2.013
6 F 2.467 3.170 -1.606
7 O 2.795 2.366 2.627
8 O -2.084 -2.455 -1.149
9 O 0.496 1.662 -4.446
10 O 3.223 -2.219 -1.031
11 O 1.960 -3.473 0.116
12 O -1.309 0.896 3.674
13 O -0.129 0.448 1.735
14 O 1.319 -1.256 -0.306
15 O 0.348 -0.504 -4.321
16 O -3.437 -1.125 0.087
17 O 4.658 1.058 1.413
18 O -1.079 -1.166 3.026
19 O 0.659 0.735 -2.404
20 O 4.427 2.208 -0.999
21 O 3.287 3.996 0.399
22 O -1.392 -0.296 -0.780
23 N 2.278 1.586 0.128
24 C 2.059 -2.248 -0.399
25 C 3.738 -1.059 -1.731
26 C -3.118 -3.440 -1.150
27 C -1.470 3.221 4.754
28 C -2.238 -1.226 -0.610
29 C 1.997 3.523 -4.572
30 C 1.612 -3.917 2.386
31 C -1.674 -1.598 4.261
32 C 0.603 3.043 -4.120
33 C -4.795 0.686 -0.794
34 C -0.958 2.261 3.644
35 C -0.752 0.076 2.741
36 C 0.082 -1.759 -3.751
37 C 0.549 0.643 -3.606
38 C -4.058 0.134 0.477
39 C 0.956 -3.831 1.061
40 H -4.790 -0.218 1.203
41 H -3.401 0.840 0.986
42 H 0.951 -2.219 -3.280
43 H 2.070 4.599 -4.419
44 H -4.008 -3.218 -1.739
45 H -5.484 1.468 -0.473
46 H 2.107 3.334 -5.640
47 H -4.067 1.222 -1.404
48 H -0.395 -2.448 -4.448
49 H -1.232 -0.988 5.048
50 H 0.933 -4.194 3.192
51 H 2.278 -4.780 2.428
52 H 2.802 2.997 -4.057
53 H -1.503 2.578 5.634
54 H -1.419 2.674 2.748
55 H 3.026 -0.751 -2.495
56 H -1.513 -2.637 4.547
57 H 0.528 3.149 -3.038
58 H 2.206 -3.051 2.679
59 H 0.217 -3.031 1.021
60 H -0.691 -1.653 -2.990
61 H -0.227 3.594 -4.564
62 H -0.808 4.087 4.768
63 H -5.215 -0.125 -1.389
64 H 3.833 -0.244 -1.013
65 H -2.747 -1.418 4.331
66 H 0.552 -4.738 0.611
67 H -2.433 3.657 4.489
68 H -3.353 -3.699 -0.118
69 H 0.117 2.442 3.617
70 H 4.786 -1.209 -1.991
71 H -2.685 -4.306 -1.649

Below is 8 unconnected molecules or ions with the total composition C16H32Cl16 in a non-equilibrium geometry, with properties calculated with the ωB97M-V functional and the def2-TZVPD basis.

Calculated values
- Energy relative to the best compared isomer or geometry (same formula, charge and spin): 0.000 eV
- HOMO-LUMO gap (spin up / spin down): 10.328 / 3.096 eV
- Net charge: +1
- HOMO energy (spin up / spin down): -12.65 / -12.65 eV
- 2S+1: 2

CARTESIAN COORDINATES (ANGSTROEM)
1 Cl 8.237 2.363 4.178
2 Cl 11.604 -2.192 9.318
3 Cl 14.793 -1.128 8.703
4 Cl 6.215 1.071 11.994
5 Cl 6.558 2.365 1.118
6 Cl 12.828 -2.452 3.971
7 Cl 7.767 6.985 4.582
8 Cl 8.460 -0.589 10.285
9 Cl 11.014 5.279 4.204
10 Cl 12.791 0.868 4.701
11 Cl 4.557 -1.082 8.126
12 Cl 8.909 3.072 9.269
13 Cl 14.252 6.463 2.967
14 Cl 11.843 1.317 8.490
15 Cl 8.173 5.662 7.606
16 Cl 6.235 1.711 7.116
17 C 14.064 -0.274 5.125
18 C 12.668 4.850 4.640
19 C 6.800 5.394 6.489
20 C 9.624 2.708 7.654
21 C 8.723 1.834 2.586
22 C 5.782 1.202 8.809
23 C 7.600 1.162 1.873
24 C 7.338 5.401 5.094
25 C 13.736 5.956 4.632
26 C 12.737 -1.507 10.500
27 C 4.365 0.583 8.716
28 C 8.669 -0.116 12.006
29 C 10.340 1.341 7.611
30 C 14.177 -1.902 10.139
31 C 13.413 -1.650 5.431
32 C 7.951 1.123 12.314
33 H 14.829 -0.189 4.353
34 H 9.447 1.034 2.741
35 H 8.348 1.926 11.693
36 H 3.747 1.161 8.028
37 H 14.271 -2.988 10.148
38 H 6.228 4.478 6.636
39 H 14.470 0.306 5.953
40 H 9.741 -0.058 12.195
41 H 13.324 6.776 5.220
42 H 14.175 -2.241 5.938
43 H 7.862 0.510 1.040
44 H 5.734 2.122 9.392
45 H 14.676 5.707 5.123
46 H 12.560 4.368 5.612
47 H 9.711 0.510 7.927
48 H 8.280 4.852 5.075
49 H 6.081 6.210 6.566
50 H 6.550 0.479 9.083
51 H 12.753 -0.419 10.430
52 H 10.181 3.544 7.230
53 H 9.265 2.555 1.974
54 H 10.647 1.082 6.597
55 H 12.535 -1.588 6.074
56 H 8.357 -0.913 12.681
57 H 6.988 0.575 2.558
58 H 14.814 -1.484 10.919
59 H 6.740 5.059 4.249
60 H 8.763 2.547 7.004
61 H 3.878 0.633 9.690
62 H 12.572 -1.805 11.536
63 H 12.874 4.016 3.969
64 H 8.140 1.459 13.333

Below is 8 unconnected molecules or ions with the total composition C16H32Cl8O12 in a non-equilibrium geometry, with properties calculated with the ωB97M-V functional and the def2-TZVPD basis.

Calculated values
- Energy relative to the best compared isomer or geometry (same formula, charge and spin): 0.000 eV
- SMILES: COC(=O)OC.COC(=O)OC.COC(=O)OC.COC(=O)OC.ClCCl.ClCCl.ClCCl.ClCCl
- HOMO-LUMO gap: 11.148 eV
- HOMO energy: -10.79 eV
- 2S+1: 1

CARTESIAN COORDINATES (ANGSTROEM)
1 Cl 0.489 -4.023 1.839
2 Cl -2.498 -0.170 3.218
3 Cl -5.151 -2.540 0.250
4 Cl 0.353 4.168 -2.501
5 Cl -1.334 -1.694 5.427
6 Cl -5.326 0.207 1.245
7 Cl -2.370 -4.133 2.472
8 Cl -2.162 3.379 -3.801
9 O -1.418 -3.041 -4.683
10 O 6.642 0.430 0.841
11 O -0.952 5.229 4.545
12 O 0.622 0.649 -1.096
13 O 5.439 -1.054 -0.362
14 O 4.695 -0.157 1.566
15 O -0.255 -2.920 -6.494
16 O -1.384 -1.093 -5.817
17 O -1.023 -0.691 -0.968
18 O -0.277 3.712 3.164
19 O 0.178 -0.300 0.912
20 O -2.250 4.745 2.768
21 C 1.717 1.374 -0.540
22 C -1.262 4.577 3.425
23 C -1.051 -2.237 -5.675
24 C 5.583 -0.342 0.590
25 C 0.411 -2.124 -7.475
26 C -0.827 -4.985 2.536
27 C -1.878 -1.665 -0.394
28 C 7.822 0.121 0.120
29 C -1.825 6.269 4.917
30 C 3.572 -1.021 1.502
31 C -1.055 -0.980 3.850
32 C -0.350 3.043 1.920
33 C -5.659 -1.486 1.569
34 C -0.536 2.878 -3.335
35 C -2.345 -2.472 -3.761
36 C -0.051 -0.139 -0.258
37 H -0.785 -1.745 3.130
38 H -0.018 2.633 -4.252
39 H 1.058 -1.376 -7.015
40 H 1.957 2.230 -1.165
41 H -6.708 -1.654 1.777
42 H -1.590 6.530 5.945
43 H -2.918 -1.430 -0.576
44 H -0.243 -0.263 3.885
45 H 1.006 -2.827 -8.044
46 H -1.726 7.161 4.295
47 H 8.523 0.929 0.307
48 H 2.595 0.731 -0.560
49 H 8.245 -0.814 0.494
50 H -2.368 -3.136 -2.906
51 H 2.976 -0.978 0.592
52 H -1.295 2.533 1.717
53 H -0.321 -1.594 -8.082
54 H 0.307 2.177 2.036
55 H 7.674 0.029 -0.955
56 H -0.575 2.034 -2.660
57 H -1.722 -1.803 0.679
58 H -2.871 5.956 4.862
59 H -2.069 -1.453 -3.506
60 H 3.857 -2.060 1.669
61 H -0.604 -5.177 3.578
62 H -5.081 -1.750 2.449
63 H -1.625 -2.649 -0.796
64 H 2.843 -0.750 2.264
65 H 1.447 1.720 0.447
66 H -3.354 -2.457 -4.183
67 H -0.869 -5.910 1.975
68 H -0.027 3.655 1.082

Below is a molecular structure, C16H32MnNPSi in a non-equilibrium geometry, with properties calculated with the ωB97M-V functional and the def2-TZVPD basis.

Calculated values
- Energy relative to the best compared isomer or geometry (same formula, charge and spin): 0.178 eV
- HOMO-LUMO gap (spin up / spin down): 6.065 / 7.185 eV
- HOMO energy (spin up / spin down): -5.54 / -7.77 eV
- 2S+1: 6

CARTESIAN COORDINATES (ANGSTROEM)
1 Mn 0.039 -0.543 0.797
2 P 2.165 -1.101 0.091
3 Si -0.453 0.907 2.642
4 N -2.261 -1.573 -1.770
5 C 2.782 0.610 -0.344
6 C 1.800 2.281 -1.990
7 C 0.887 0.965 3.989
8 C -2.150 0.823 -1.110
9 C -0.668 2.722 2.088
10 C -0.581 2.323 -2.382
11 C 0.695 2.784 -2.684
12 C 0.332 0.813 -0.730
13 C -0.769 1.319 -1.419
14 C 1.616 1.272 -1.037
15 C -2.218 -0.667 -0.683
16 C 2.272 -1.850 -1.579
17 C -1.279 -1.574 -2.811
18 C -2.088 0.471 3.508
19 C -2.963 -2.813 -1.595
20 C 3.564 -1.886 0.935
21 H 1.932 -2.891 -1.521
22 H -0.915 3.370 2.947
23 H -1.378 -1.042 -0.014
24 H 4.478 -1.781 0.337
25 H -1.470 2.824 1.341
26 H -1.023 -0.556 -3.143
27 H 0.259 3.099 1.631
28 H -3.150 -0.825 -0.109
29 H -2.371 -3.547 -1.024
30 H -2.595 1.406 -0.282
31 H 3.330 -2.950 1.057
32 H -3.908 -2.640 -1.052
33 H -1.464 2.719 -2.894
34 H -2.045 -0.547 3.927
35 H 0.838 3.536 -3.460
36 H 3.709 -1.434 1.922
37 H 3.311 -1.819 -1.936
38 H 0.603 1.656 4.800
39 H -3.182 -3.239 -2.574
40 H -2.927 0.507 2.794
41 H -2.311 1.173 4.330
42 H 3.064 1.109 0.595
43 H -1.692 -2.135 -3.656
44 H -0.147 -1.926 1.789
45 H -0.349 -2.086 -2.506
46 H 1.846 1.304 3.569
47 H 2.814 2.637 -2.196
48 H 0.476 -1.356 2.241
49 H 1.641 -1.311 -2.295
50 H 3.674 0.524 -0.978
51 H 1.039 -0.034 4.424
52 H -2.809 0.972 -1.979

Below is a molecular structure, C16H32N3OPSiW in a non-equilibrium geometry, with properties calculated with the ωB97M-V functional and the def2-TZVPD basis.

Calculated values
- Energy relative to the best compared isomer or geometry (same formula, charge and spin): 0.422 eV
- HOMO-LUMO gap (spin up / spin down): 5.336 / 7.066 eV
- HOMO energy (spin up / spin down): -5.34 / -7.24 eV
- 2S+1: 3

CARTESIAN COORDINATES (ANGSTROEM)
1 W 0.670 -0.212 0.088
2 P 0.519 -0.319 -2.251
3 Si 1.549 2.043 0.270
4 O -2.230 2.407 -2.055
5 N -2.445 -0.608 3.029
6 N 2.143 -1.172 0.520
7 N -0.840 -0.332 1.241
8 C -4.471 3.246 -1.869
9 C 3.120 -3.248 1.248
10 C 0.221 1.106 -3.317
11 C 5.463 -3.301 1.849
12 C 4.524 -1.256 0.950
13 C -3.754 1.269 -0.522
14 C -0.536 -1.638 -2.869
15 C -3.339 2.299 -1.535
16 C -3.896 -0.348 3.172
17 C 3.248 -1.880 0.891
18 C 4.218 -3.945 1.733
19 C -1.832 -0.356 1.924
20 C 2.201 -0.863 -2.751
21 C 0.441 3.497 -0.256
22 C 5.617 -1.965 1.435
23 C -1.700 -1.126 4.196
24 H 2.189 -1.040 -3.841
25 H 2.765 2.259 -0.584
26 H -4.101 0.732 3.130
27 H -1.586 -1.446 -2.615
28 H 6.323 -3.848 2.251
29 H -0.319 3.679 0.514
30 H -0.074 3.293 -1.202
31 H -4.210 -0.747 4.137
32 H 1.024 1.846 -3.209
33 H 4.112 -4.992 2.023
34 H -3.095 0.398 -0.544
35 H -0.737 1.584 -3.044
36 H 2.951 -0.093 -2.515
37 H -0.659 0.573 -0.921
38 H 4.610 -0.221 0.613
39 H -0.989 -0.379 4.578
40 H -3.736 1.734 0.475
41 H -5.224 2.691 -2.446
42 H -1.151 -2.041 3.933
43 H -2.434 -1.353 4.969
44 H 1.067 4.395 -0.359
45 H -0.435 -1.698 -3.963
46 H 1.961 2.415 1.662
47 H -4.789 0.965 -0.735
48 H -4.449 -0.842 2.362
49 H 2.143 -3.718 1.132
50 H 6.595 -1.482 1.492
51 H -4.110 4.095 -2.455
52 H -4.937 3.591 -0.938
53 H 0.173 0.751 -4.356
54 H 2.470 -1.796 -2.235
55 H -0.240 -2.599 -2.431

Below is 5 unconnected molecules or ions with the total composition C16H32NO7 in a non-equilibrium geometry, with properties calculated with the ωB97M-V functional and the def2-TZVPD basis.

Calculated values
- HOMO-LUMO gap: 5.195 eV
- Net charge: -1
- HOMO energy: -3.60 eV
- 2S+1: 1

CARTESIAN COORDINATES (ANGSTROEM)
1 O 1.131 -3.053 2.054
2 O -0.390 2.527 -2.644
3 O -1.619 -0.470 1.643
4 O -3.327 6.000 -1.008
5 O 5.042 -3.068 -0.552
6 O 2.688 -7.093 0.667
7 O 1.720 -5.814 -1.239
8 N 7.055 -5.379 -0.029
9 C 5.776 -5.200 0.798
10 C 4.662 -4.440 -0.152
11 C 0.696 3.945 -4.229
12 C 2.494 -5.935 0.030
13 C -4.731 5.699 0.900
14 C -1.519 0.656 1.158
15 C -0.289 3.653 -3.129
16 C -0.272 -3.354 3.962
17 C -0.011 -3.184 2.489
18 C -1.146 4.791 -2.644
19 C -4.470 5.869 -0.573
20 C 3.157 -4.500 0.575
21 C -0.533 0.949 0.058
22 C -2.376 1.795 1.643
23 C -5.662 5.873 -1.493
24 C -1.203 -3.180 1.570
25 H -0.864 -3.049 0.537
26 H -1.758 5.171 -3.466
27 H 5.998 -4.631 1.796
28 H 0.166 4.287 -5.121
29 H -6.193 4.921 -1.417
30 H -1.809 4.434 -1.849
31 H -5.323 6.004 -2.526
32 H -0.514 5.587 -2.241
33 H -0.762 -4.314 4.144
34 H 3.238 -4.482 1.762
35 H 1.245 3.030 -4.476
36 H 4.857 -3.051 -1.557
37 H -3.779 5.716 1.441
38 H -3.039 1.438 2.438
39 H -5.355 6.520 1.264
40 H -5.220 4.739 1.082
41 H -1.868 -2.352 1.827
42 H 5.351 -6.284 1.003
43 H -1.734 -4.132 1.646
44 H 6.933 -4.930 -0.968
45 H 0.181 1.706 0.391
46 H -2.988 2.175 0.821
47 H -0.896 -2.533 4.326
48 H 0.680 -3.337 4.503
49 H -1.744 2.590 2.046
50 H 7.244 -6.404 -0.171
51 H -6.327 6.701 -1.235
52 H 4.537 -5.070 -1.158
53 H 2.507 -3.562 0.225
54 H 1.410 4.703 -3.896
55 H 0.016 0.034 -0.189
56 H -1.063 1.291 -0.834

Below is 4 unconnected molecules or ions with the total composition C16H32O6 in a non-equilibrium geometry, with properties calculated with the ωB97M-V functional and the def2-TZVPD basis.

Calculated values
- Energy relative to the best compared isomer or geometry (same formula, charge and spin): 0.000 eV
- SMILES: CCOC(=O)OC.C1CCOC1.C1CCOC1.C1CCOC1
- HOMO-LUMO gap: 10.193 eV
- HOMO energy: -9.59 eV
- 2S+1: 1

CARTESIAN COORDINATES (ANGSTROEM)
1 O -4.471 2.249 0.019
2 O 1.201 -3.742 3.758
3 O 3.241 -0.583 -2.641
4 O -2.155 0.377 -1.337
5 O -4.515 3.699 1.823
6 O -3.552 4.321 -0.062
7 C -1.688 0.510 0.036
8 C -0.190 -0.749 -1.381
9 C 2.057 -2.089 2.254
10 C -4.169 3.380 0.689
11 C 0.825 -2.452 4.328
12 C 2.158 -3.592 2.727
13 C -2.996 4.085 -1.377
14 C -2.761 5.432 -2.092
15 C -0.384 -0.261 0.082
16 C -1.096 0.151 -2.201
17 C 4.312 -2.432 -1.958
18 C 4.116 -1.586 -0.793
19 C 3.169 -1.997 -2.813
20 C 1.356 -1.342 3.423
21 C 3.670 -0.228 -1.330
22 C -5.204 1.222 0.649
23 H -5.331 0.351 0.005
24 H 4.462 0.508 -1.194
25 H 3.363 -2.067 -0.169
26 H 1.764 -4.246 1.948
27 H -2.055 3.563 -1.205
28 H -0.694 1.084 -2.596
29 H 4.289 -3.514 -1.829
30 H -1.611 1.583 0.213
31 H 3.263 -2.273 -3.863
32 H -0.253 -2.319 4.420
33 H 2.109 -0.697 3.877
34 H -3.736 3.416 -1.815
35 H -2.534 0.135 0.612
36 H 2.806 -0.059 -0.687
37 H -1.734 5.653 -2.383
38 H 5.277 -2.130 -2.367
39 H -4.869 1.010 1.664
40 H 5.023 -1.424 -0.210
41 H -3.126 6.280 -1.513
42 H -6.224 1.530 0.882
43 H -1.561 -0.223 -3.113
44 H 3.040 -1.641 2.113
45 H -0.685 -1.041 0.780
46 H 2.193 -2.248 -2.397
47 H 1.513 -2.207 1.317
48 H 0.870 -0.582 -1.572
49 H 0.400 0.401 0.450
50 H 1.218 -2.378 5.342
51 H -0.563 -1.761 -1.536
52 H -3.329 5.476 -3.021
53 H 0.630 -0.625 3.040
54 H 3.157 -3.925 3.009